Record 1
This record from OMol25 describes a 2-piece molecular cluster, C3H10NO3 overall in a non-equilibrium geometry. The level of theory is the ωB97M-V functional and the def2-TZVPD basis.

Cartesian coordinates (Å):
H1 -0.08730 -2.33281 -0.47417
H2 0.76945 2.32724 1.85791
C1 -0.16470 0.06118 -1.74987
H3 -1.14109 1.64306 -2.33593
O1 0.39319 1.43080 1.81641
H4 0.40483 -0.68928 -2.30757
H5 -1.82590 0.05950 -0.35542
C2 -1.25026 -0.65024 -0.94887
O2 1.28094 -0.63290 1.79894
N1 -0.65659 -1.64189 0.01730
H6 2.36849 1.00990 2.09080
O3 -0.76185 0.85781 -2.73690
H7 -0.03905 -1.17318 0.71495
C3 1.38285 0.55654 1.91540
H8 0.53964 0.58402 -1.09679
H9 -1.38871 -2.15486 0.51553
H10 -1.91449 -1.21065 -1.60159

## Properties
- Molar mass: 108.1 g mol⁻¹
- Charge: +1
- Highest occupied orbital energy: -0.5454 hartree
- Gap between HOMO and LUMO: 11.65 eV
- LUMO: -3.2 eV
- Relative energy (zero: lowest compared OMol25 entry of this formula, charge and spin): 1.197 eV



Record 2
This record from OMol25 describes C20H22BrN2OS2Sr as an isolated structure. The level of theory is the ωB97M-V functional and the def2-TZVPD basis.

Cartesian coordinates (Å):
C1 -4.27889 -3.10671 2.17683
H1 3.98336 -2.62606 -2.17961
C2 -5.36214 -3.96293 2.76990
O1 -1.07596 1.28985 -1.86689
H2 -2.30715 2.08392 -4.14238
H3 2.51343 4.38191 -1.68967
C3 2.11690 -0.65131 -0.07541
H4 -2.82104 3.72377 -2.34006
C4 -4.13548 -2.92715 0.80467
C5 2.47542 -1.48346 -1.11695
H5 1.49609 3.97956 -0.30438
H6 -3.46906 -2.55096 4.08377
H7 -6.63883 -5.44722 2.25536
C6 4.01073 0.95674 2.76400
C7 -1.82384 3.68016 -2.77873
N1 -5.90027 -4.85138 1.91825
H8 0.81274 3.36059 -3.25220
H9 1.39276 2.18027 -2.08358
C8 3.19962 -0.28792 0.78742
H10 -4.80569 -3.37098 0.08176
C9 3.03464 0.56847 1.90282
H11 -0.85448 2.97991 -4.59942
C10 0.85356 3.12453 -2.18920
H12 -1.68425 -1.14447 3.08975
S1 -0.81903 2.77329 -1.59130
H13 3.80770 1.61492 3.59593
C11 4.79478 -1.61396 -0.49926
H14 -1.41585 4.69456 -2.76041
H15 0.96097 5.18340 -1.48819
H16 6.56042 -0.73980 1.30726
H17 -3.01295 -1.95490 -0.73105
H18 5.80518 -1.97287 -0.64771
Sr1 -0.35637 -0.00532 -0.00604
Br1 1.25984 1.27233 2.24506
C12 -3.12334 -2.10639 0.33795
H19 1.72468 -1.81400 -1.83892
N2 -2.26093 -1.47632 1.13534
H20 -2.43834 3.71122 -4.82056
C13 5.31558 0.46731 2.53836
C14 1.48490 4.23531 -1.36380
S2 -5.88354 -3.74311 4.30003
C15 -1.84952 3.07025 -4.16639
C16 4.52854 -0.75374 0.59644
C17 -2.39886 -1.65562 2.45467
C18 -3.38496 -2.44302 3.01267
C19 3.78475 -1.97072 -1.34102
H21 -5.49249 -5.06452 1.02507
C20 5.56089 -0.36252 1.48372
H22 6.11578 0.75509 3.20611

## Properties
- Molar mass: 538.1 g mol⁻¹
- Charge: +1
- Highest occupied orbital energy: -0.3720 hartree
- Gap between HOMO and LUMO: 6.90 eV
- LUMO: -3.2 eV
- Relative energy (zero: lowest compared OMol25 entry of this formula, charge and spin): 0.015 eV